Below is 22 unconnected molecules or ions with the total composition C60H164O22 at a distorted geometry, with properties calculated with wB97M-V/def2-TZVPD.

Last column: Löwdin charge in e.
Atoms and positions in Å:
C -0.46895 -2.43701 -7.88159  -0.05
C -0.17175 -1.96058 -6.40131  -0.49
C -1.17779 -2.58127 -5.43522  -0.06
O 1.10378 -2.35267 -6.01624  -0.05
H -1.31634 -1.84799 -8.23241  0.07
H -0.62075 -3.51172 -7.98189  0.08
H 0.29987 -2.03141 -8.53924  0.07
H -0.15793 -0.87082 -6.41927  0.13
H -1.16006 -2.01497 -4.50405  0.07
H -1.06225 -3.65360 -5.27758  0.07
H -2.20842 -2.45821 -5.76805  0.08
H 1.73843 -1.89485 -6.57232  0.09
C -2.63070 2.43633 4.09006  -0.04
C -3.97713 2.40218 4.79121  -0.47
C -4.32736 3.80681 5.13334  -0.05
O -5.05878 1.90370 4.06689  -0.06
H -1.89172 2.11721 4.82502  0.06
H -2.26317 3.36908 3.66227  0.08
H -2.52975 1.72595 3.26953  0.06
H -3.96298 1.76380 5.67460  0.14
H -4.77720 4.30395 4.27393  0.08
H -3.41515 4.36252 5.35053  0.06
H -4.97396 3.83415 6.01041  0.09
H -5.25771 2.49273 3.33541  0.05
C -6.78609 0.33274 1.22611  -0.03
C -5.66212 -0.57441 1.81948  -0.44
C -4.26403 -0.16821 1.47668  -0.06
O -5.79452 -0.48807 3.21856  -0.08
H -6.48266 0.79088 0.28476  0.06
H -7.12492 1.12863 1.88932  0.07
H -7.64615 -0.30213 1.01319  0.07
H -5.79592 -1.63975 1.63178  0.13
H -4.13255 -0.20735 0.39535  0.06
H -3.41240 -0.75853 1.81485  0.08
H -3.96408 0.85481 1.70373  0.06
H -5.58312 0.38495 3.55732  0.02
C 0.38349 -1.51508 6.44598  -0.05
C -0.48819 -1.15458 7.58724  -0.50
C 0.31593 -0.65930 8.82100  -0.04
O -1.43784 -0.24124 7.12000  -0.07
H 0.51380 -0.63306 5.81896  0.09
H -0.22592 -2.25959 5.93371  0.07
H 1.36123 -1.90681 6.72647  0.09
H -1.14414 -1.95451 7.93068  0.13
H 0.97125 0.19854 8.67008  0.07
H 1.03607 -1.36637 9.23276  0.07
H -0.33420 -0.36621 9.64534  0.07
H -1.94065 -0.63536 6.40345  0.06
C -2.84955 3.41223 -6.22987  -0.04
C -2.35346 3.01268 -4.83175  -0.48
C -2.94123 1.62150 -4.45276  -0.04
O -0.96991 2.87611 -4.87266  -0.06
H -2.48286 2.65145 -6.91896  0.09
H -2.36176 4.36043 -6.45584  0.08
H -3.92568 3.51060 -6.37261  0.09
H -2.59042 3.76887 -4.08333  0.13
H -2.40976 1.26008 -3.57241  0.06
H -2.88736 0.84717 -5.21801  0.08
H -3.95783 1.68820 -4.06521  0.07
H -0.72772 3.20817 -5.74023  0.04
C 3.37582 -8.73950 0.63468  -0.06
C 2.50556 -7.78744 -0.14693  -0.51
C 2.04171 -6.59621 0.66881  -0.04
O 3.21781 -7.35054 -1.30351  -0.06
H 4.34882 -8.36610 0.95398  0.08
H 3.64332 -9.46057 -0.13772  0.07
H 2.81915 -9.35917 1.33769  0.08
H 1.67649 -8.42334 -0.45736  0.13
H 2.94481 -6.05348 0.94804  0.08
H 1.53682 -6.97954 1.55551  0.08
H 1.53298 -5.84770 0.06134  0.04
H 2.52930 -7.04546 -1.89890  0.01
C 5.89851 6.11407 2.12451  -0.06
C 5.18399 4.82851 1.81581  -0.48
C 3.61809 4.84182 1.98720  -0.02
O 5.36369 4.58953 0.43339  -0.08
H 5.75439 6.28576 3.19121  0.08
H 5.42641 6.91430 1.55455  0.08
H 6.91200 6.06713 1.72611  0.08
H 5.77089 4.07098 2.33523  0.13
H 3.01825 5.59800 1.48075  0.06
H 3.44489 4.86374 3.06313  0.07
H 3.18413 3.91199 1.61951  0.06
H 5.02406 3.69426 0.36457  0.03
C -2.75441 -3.83074 -0.73770  -0.07
C -3.25096 -2.72392 -1.63920  -0.53
C -3.74905 -3.40264 -2.89152  -0.05
O -4.35178 -2.34600 -0.99474  -0.04
H -2.84214 -3.64382 0.33256  0.07
H -1.71150 -4.02639 -0.98702  0.07
H -3.29393 -4.77649 -0.78833  0.09
H -2.43995 -1.99594 -1.65954  0.14
H -4.46120 -4.19856 -2.67367  0.09
H -2.88743 -3.90191 -3.33473  0.07
H -4.29162 -2.78471 -3.60697  0.08
H -4.87039 -3.14760 -0.89431  0.10
C 0.11594 -0.12282 -0.58628  -0.02
C -0.09880 1.03952 0.43801  -0.47
C 1.05733 1.27571 1.38035  -0.04
O -0.29674 2.33192 -0.09526  -0.06
H -0.00319 -1.10872 -0.13694  0.06
H 1.08870 -0.05254 -1.07300  0.06
H -0.65192 -0.00862 -1.35143  0.06
H -0.98652 0.89385 1.05350  0.12
H 1.09368 0.41666 2.05028  0.06
H 0.76217 2.10165 2.02750  0.09
H 1.97823 1.44448 0.82218  0.06
H 0.10082 2.23035 -0.96315  0.03
C -5.92460 5.60168 1.14216  -0.05
C -6.64359 4.32721 1.52060  -0.46
C -7.64494 3.83831 0.45770  -0.04
O -5.66423 3.32570 1.72231  -0.10
H -6.73895 6.31948 1.04368  0.08
H -5.47117 5.50237 0.15594  0.08
H -5.22576 5.98361 1.88637  0.08
H -7.08171 4.40879 2.51533  0.14
H -8.52126 4.46836 0.30539  0.08
H -8.07579 2.86888 0.70805  0.07
H -7.17624 3.70190 -0.51689  0.07
H -5.30298 3.01467 0.88902  0.03
C 6.49182 1.90254 -5.99120  -0.07
C 5.56416 1.24145 -5.01873  -0.49
C 4.49275 0.44121 -5.71736  -0.04
O 6.44261 0.39984 -4.24804  -0.08
H 5.83177 2.52689 -6.59338  0.06
H 6.97703 1.19510 -6.66365  0.09
H 7.15529 2.69300 -5.64037  0.09
H 5.25757 1.94549 -4.24515  0.13
H 4.92323 -0.29712 -6.39386  0.09
H 3.97996 1.11062 -6.40804  0.06
H 3.79861 0.03363 -4.98242  0.07
H 7.06849 0.84590 -3.67280  0.08
C 1.33279 -4.47616 -2.26683  -0.03
C 1.02872 -5.57821 -3.33149  -0.49
C 2.06189 -5.74276 -4.38857  -0.04
O 0.99236 -6.78423 -2.64586  -0.07
H 2.40033 -4.38663 -2.06574  0.08
H 0.73044 -4.56827 -1.36307  0.06
H 0.99865 -3.55506 -2.74435  0.07
H 0.00173 -5.37768 -3.63673  0.13
H 3.01810 -6.06300 -3.97480  0.09
H 2.20141 -4.72128 -4.74244  0.08
H 1.75994 -6.43859 -5.17135  0.09
H 0.36666 -7.35392 -3.09926  0.12
C 2.81288 6.45608 -1.26513  -0.05
C 1.71096 6.54396 -2.32800  -0.46
C 0.39470 5.72472 -1.94006  -0.03
O 1.31427 7.88746 -2.35135  -0.05
H 2.48744 6.84926 -0.30201  0.08
H 3.76785 6.88146 -1.57366  0.09
H 2.96769 5.38419 -1.14188  0.07
H 2.14080 6.17850 -3.26062  0.10
H 0.01474 6.11381 -0.99543  0.08
H 0.60710 4.70359 -1.62340  0.06
H -0.44660 5.82627 -2.62563  0.07
H 0.39247 7.92920 -2.61622  0.08
C -0.31099 3.55252 7.00061  -0.05
C -1.34987 3.44318 8.10173  -0.46
C -2.19472 4.72224 8.34508  -0.04
O -2.25289 2.38767 7.71987  -0.08
H 0.27049 2.63158 7.04352  0.08
H 0.36403 4.36927 7.25629  0.08
H -0.85894 3.78450 6.08734  0.07
H -0.80942 3.06983 8.97157  0.13
H -1.50180 5.55219 8.48345  0.07
H -2.78076 4.77766 9.26246  0.07
H -2.78919 4.98103 7.46888  0.06
H -1.69888 1.64640 7.46455  0.03
C 3.18910 -2.25642 1.01319  -0.05
C 2.59287 -1.99281 2.39254  -0.44
C 1.15392 -2.62636 2.46990  -0.02
O 3.39437 -2.65042 3.40473  -0.07
H 3.94766 -1.50781 0.78456  0.05
H 2.41258 -2.24547 0.24833  0.06
H 3.59164 -3.26905 0.98808  0.08
H 2.64220 -0.94847 2.70079  0.11
H 0.61675 -2.53474 1.52589  0.05
H 0.72185 -2.23811 3.39222  0.06
H 1.18498 -3.70620 2.61510  0.07
H 4.28522 -2.31198 3.28879  0.08
C -4.31109 -3.06960 5.89542  -0.07
C -3.15667 -2.99740 4.99283  -0.45
C -3.51964 -3.53421 3.57461  -0.04
O -2.85672 -1.62316 4.71926  -0.08
H -5.25585 -2.59085 5.63786  0.09
H -4.02831 -2.59994 6.83752  0.08
H -4.56286 -4.11016 6.10024  0.09
H -2.31931 -3.43038 5.54006  0.14
H -4.41570 -3.08896 3.14227  0.07
H -3.74063 -4.60115 3.60502  0.07
H -2.74542 -3.28335 2.84953  0.06
H -3.61529 -1.10063 4.44882  0.07
C -1.57940 -5.98582 1.67850  -0.05
C -1.93752 -7.51365 1.53505  -0.40
C -2.27026 -8.14530 2.92796  -0.05
O -3.20552 -7.46153 0.83551  -0.09
H -0.77481 -5.89489 2.40820  0.07
H -2.42440 -5.33197 1.89427  0.05
H -1.00299 -5.67648 0.80662  0.05
H -1.27534 -8.05336 0.85804  0.13
H -2.97786 -7.66985 3.60719  0.08
H -1.43214 -8.49948 3.52813  0.07
H -2.75438 -9.09561 2.70294  0.06
H -3.46939 -8.36074 0.62721  0.07
C 3.25686 4.45398 -6.32260  -0.05
C 1.82830 4.72822 -5.97710  -0.49
C 1.49360 6.23654 -6.17031  -0.04
O 0.97953 3.83017 -6.65375  -0.05
H 3.27040 3.38894 -6.55413  0.05
H 3.99541 4.64046 -5.54293  0.09
H 3.56490 4.91290 -7.26207  0.09
H 1.73222 4.62107 -4.89665  0.10
H 1.15515 6.31383 -7.20354  0.08
H 2.32558 6.88983 -5.90737  0.08
H 0.63932 6.62545 -5.61619  0.07
H 1.47672 3.17569 -7.14979  0.09
C 7.61775 -1.63199 -1.05051  -0.05
C 6.36936 -2.49320 -1.13247  -0.50
C 6.17753 -3.22903 -2.44981  -0.04
O 6.32242 -3.42173 -0.06917  -0.05
H 7.52356 -0.92634 -0.22511  0.05
H 7.82910 -0.98251 -1.89999  0.07
H 8.53582 -2.17406 -0.82378  0.09
H 5.47252 -1.90590 -0.93536  0.11
H 6.41702 -2.57670 -3.28957  0.08
H 5.19139 -3.67503 -2.57915  0.08
H 6.90461 -4.04103 -2.46105  0.09
H 6.43048 -4.24721 -0.54719  0.07
C -3.45619 2.58505 -0.62187  -0.15
O -4.84610 2.42546 -0.73748  -0.12
H -2.86392 3.26319 -1.23623  0.09
H -3.15064 2.83229 0.39480  0.08
H -3.04897 1.57430 -0.64747  0.07
H -5.09525 2.58412 -1.65090  0.09
C 2.17403 1.92242 -3.41528  -0.13
O 0.97301 1.98590 -2.70751  -0.15
H 2.60414 2.91962 -3.32207  0.08
H 2.69842 1.06106 -3.00156  0.09
H 1.91896 1.78219 -4.46570  0.08
H 0.32586 2.46009 -3.23471  0.05
C 5.65428 1.10451 0.66043  -0.15
O 4.51574 1.79578 0.32460  -0.13
H 5.36558 0.32973 1.37070  0.08
H 6.11584 0.62246 -0.20136  0.06
H 6.37998 1.81105 1.06325  0.09
H 3.80283 1.26875 -0.04365  0.07

* HOMO energy: -0.33118 Eh
* net charge: 0
* frontier orbital gap: 8.92 eV
* 2S+1: 1
* total energy: -109917.21008 eV